(1)
The following is a DFT calculation (ωB97M-V/def2-TZVPD) of a 11-piece molecular cluster, C44H71F9N8O6 overall in a non-equilibrium geometry.

Each line ends with the Löwdin charge.
Element x y z (Å)
C: -1.50 3.65 -1.02  -0.044
C: -2.93 3.29 -0.50  -0.242
O: -3.35 3.98 0.64  -0.004
C: -2.93 3.56 1.95  -0.226
O: -2.26 2.54 2.21  0.089
C: -3.50 4.50 3.09  -0.594
F: -2.49 4.80 3.85  0.197
F: -4.02 5.63 2.61  0.167
F: -4.48 3.93 3.76  0.188
H: -1.34 4.68 -1.35  0.081
H: -1.20 3.01 -1.84  0.065
H: -0.81 3.35 -0.23  0.057
H: -3.03 2.22 -0.39  0.080
H: -3.64 3.59 -1.27  0.123
C: -1.71 -1.64 0.47  -0.029
C: -0.86 -0.34 0.78  -0.194
O: 0.49 -0.66 0.76  -0.015
C: 1.36 -0.20 -0.22  -0.261
O: 1.13 0.67 -1.07  0.120
C: 2.71 -0.97 -0.26  -0.573
F: 2.86 -1.65 0.85  0.180
F: 2.66 -1.78 -1.31  0.166
F: 3.77 -0.19 -0.45  0.166
H: -2.76 -1.42 0.29  0.049
H: -1.68 -2.35 1.30  0.047
H: -1.41 -2.09 -0.48  0.062
H: -1.11 -0.04 1.79  0.106
H: -1.08 0.50 0.11  0.100
C: 0.96 4.38 2.61  -0.019
C: 1.84 3.36 1.86  -0.225
O: 3.17 3.63 2.10  0.043
C: 4.06 3.14 1.28  -0.347
O: 3.83 2.42 0.29  0.086
C: 5.57 3.45 1.67  -0.510
F: 6.32 2.35 1.64  0.159
F: 6.13 4.32 0.79  0.138
F: 5.65 3.97 2.91  0.155
H: -0.05 4.03 2.80  0.053
H: 0.94 5.31 2.03  0.085
H: 1.43 4.50 3.59  0.079
H: 1.59 3.46 0.80  0.109
H: 1.69 2.30 2.05  0.108
C: -5.30 0.61 2.02  -0.112
C: -5.05 -0.87 1.81  -0.277
C: -6.02 -1.74 2.60  -0.201
C: -7.36 -1.71 2.03  -0.216
N: -8.47 -1.73 1.59  0.132
H: -5.55 0.93 3.04  0.079
H: -6.25 0.81 1.52  0.067
H: -4.53 1.24 1.58  0.044
H: -4.08 -1.02 2.27  0.089
H: -4.96 -1.19 0.77  0.094
H: -6.06 -1.34 3.61  0.121
H: -5.74 -2.79 2.58  0.089
C: 2.13 5.37 -3.48  -0.088
C: 2.18 4.25 -2.40  -0.226
C: 2.69 2.95 -3.05  -0.190
C: 1.74 2.41 -4.03  -0.238
N: 1.01 2.08 -4.85  0.154
H: 1.28 5.23 -4.15  0.072
H: 3.06 5.42 -4.04  0.073
H: 2.06 6.37 -3.06  0.065
H: 1.18 4.14 -1.98  0.080
H: 2.73 4.42 -1.48  0.095
H: 2.81 2.22 -2.25  0.080
H: 3.65 3.11 -3.54  0.103
C: -0.95 -4.50 3.79  -0.086
C: -2.36 -4.49 4.37  -0.262
C: -3.37 -5.26 3.51  -0.182
C: -3.65 -4.65 2.19  -0.188
N: -3.81 -4.18 1.13  0.180
H: -0.91 -4.03 2.80  0.047
H: -0.68 -5.56 3.72  0.080
H: -0.22 -4.05 4.47  0.074
H: -2.77 -3.53 4.68  0.106
H: -2.36 -4.95 5.35  0.108
H: -4.30 -5.35 4.07  0.118
H: -3.03 -6.29 3.42  0.120
C: -2.04 0.05 -2.73  -0.099
C: -3.14 -0.91 -3.24  -0.245
C: -4.47 -0.22 -3.35  -0.186
C: -4.95 0.51 -2.13  -0.171
N: -5.33 1.05 -1.18  0.178
H: -1.64 0.74 -3.47  0.078
H: -1.20 -0.59 -2.47  0.042
H: -2.34 0.63 -1.86  0.043
H: -3.30 -1.64 -2.45  0.094
H: -2.76 -1.26 -4.20  0.114
H: -5.20 -0.98 -3.63  0.119
H: -4.50 0.53 -4.15  0.120
C: 0.95 -4.45 -0.11  -0.068
C: -0.42 -5.20 0.09  -0.236
C: -0.92 -5.91 -1.18  -0.179
C: -1.61 -5.01 -2.07  -0.218
N: -2.14 -4.33 -2.84  0.170
H: 1.44 -4.08 0.79  0.068
H: 0.81 -3.60 -0.79  0.039
H: 1.62 -5.12 -0.65  0.050
H: -1.16 -4.56 0.57  0.049
H: -0.37 -5.96 0.87  0.097
H: -1.62 -6.72 -0.94  0.123
H: -0.09 -6.39 -1.70  0.120
C: 6.39 0.60 -4.39  -0.090
C: 5.80 0.36 -2.94  -0.239
C: 6.55 1.23 -1.95  -0.192
C: 6.40 2.70 -2.21  -0.204
N: 6.27 3.83 -2.44  0.153
H: 6.15 -0.21 -5.09  0.064
H: 7.47 0.75 -4.40  0.069
H: 5.97 1.53 -4.78  0.062
H: 5.88 -0.71 -2.74  0.108
H: 4.75 0.66 -2.94  0.084
H: 7.60 0.96 -1.88  0.119
H: 6.18 0.93 -0.97  0.096
C: 0.85 1.87 5.58  -0.092
C: 0.30 0.78 4.63  -0.258
C: 1.31 -0.29 4.25  -0.161
C: 2.58 0.27 3.72  -0.212
N: 3.54 0.70 3.34  0.211
H: 1.20 1.31 6.45  0.075
H: 0.24 2.69 5.93  0.078
H: 1.75 2.25 5.09  0.058
H: -0.07 1.26 3.72  0.082
H: -0.58 0.43 5.18  0.111
H: 0.86 -0.88 3.45  0.101
H: 1.49 -0.88 5.14  0.123
C: 2.00 -1.33 -4.13  -0.085
C: 0.74 -2.18 -3.76  -0.211
C: 0.96 -3.65 -4.28  -0.195
C: 1.85 -4.53 -3.58  -0.235
N: 2.63 -5.24 -3.08  0.149
H: 1.83 -0.36 -3.67  0.039
H: 2.07 -1.29 -5.22  0.079
H: 2.90 -1.80 -3.73  0.063
H: -0.18 -1.77 -4.17  0.093
H: 0.61 -2.30 -2.68  0.068
H: 1.30 -3.65 -5.32  0.121
H: -0.02 -4.12 -4.33  0.087

Summary:
LUMO level   -0.01 eV
Largest force on an atom   5.22 eV Å⁻¹
Spin multiplicity   1
Net charge   0
SMILES   CCOC(=O)C(F)(F)F.CCOC(=O)C(F)(F)F.CCOC(=O)C(F)(F)F.CCCC#N.CCCC#N.CCCC#N.CCCC#N.CCCC#N.CCCC#N.CCCC#N.CCCC#N
Kohn-Sham gap   0.4063 hartree

(2)
The following is a DFT calculation (ωB97M-V/def2-TZVPD) of a 3-piece molecular cluster, C44H71FN2O3S overall in a non-equilibrium geometry.

Each line ends with the Löwdin charge.
Element x y z (Å)
C: 5.76 -2.68 -0.02  -0.128
C: 7.06 -3.12 -0.87  -0.240
C: 6.72 -3.83 -2.28  -0.222
C: 7.42 -3.15 -3.56  -0.219
C: 7.34 -1.55 -3.61  -0.213
C: 5.89 -0.93 -3.30  -0.194
C: 4.98 -0.70 -4.64  -0.188
C: 4.11 0.65 -4.47  -0.206
C: 2.61 0.42 -3.95  -0.189
C: 2.45 -0.67 -2.78  -0.177
C: 2.74 -0.11 -1.30  -0.128
C: 1.97 1.24 -0.94  -0.013
C: 2.52 2.53 -1.26  -0.120
O: 3.76 2.73 -1.91  -0.089
C: 4.90 2.59 -1.01  -0.194
C: 4.83 3.47 0.33  -0.179
C: 6.33 3.57 0.96  -0.226
C: 7.15 4.68 0.09  -0.136
C: 1.61 3.82 -0.89  -0.189
O: 2.07 4.90 -0.47  0.077
C: 0.03 3.58 -1.09  0.038
C: -0.85 4.75 -1.61  -0.114
F: -0.34 6.03 -1.89  0.009
C: -2.38 4.41 -1.81  -0.454
S: -3.55 5.71 -2.46  0.682
C: -2.97 3.00 -1.48  0.004
C: -2.09 1.82 -0.91  -0.066
C: -2.66 0.39 -0.51  -0.128
C: -3.79 -0.19 -1.47  -0.158
C: -3.50 -1.55 -2.21  -0.026
C: -4.53 -2.25 -3.15  -0.072
C: -5.91 -1.58 -3.41  -0.071
C: -6.25 -0.22 -2.70  -0.056
C: -5.18 0.43 -1.74  -0.057
C: -0.57 2.16 -0.75  0.024
C: 0.52 1.09 -0.24  -0.198
O: 0.28 0.24 0.66  0.035
H: 5.40 -3.48 0.71  0.076
H: 4.85 -2.40 -0.67  0.043
H: 6.04 -1.74 0.58  0.075
H: 7.80 -2.25 -1.00  0.100
H: 7.60 -3.91 -0.23  0.106
H: 5.58 -3.74 -2.44  0.099
H: 6.97 -4.94 -2.31  0.107
H: 7.06 -3.61 -4.56  0.113
H: 8.54 -3.43 -3.50  0.111
H: 7.65 -1.24 -4.68  0.109
H: 8.11 -1.09 -2.89  0.097
H: 6.08 0.08 -2.76  0.107
H: 5.25 -1.55 -2.59  0.063
H: 4.32 -1.60 -4.88  0.112
H: 5.72 -0.50 -5.51  0.107
H: 4.03 1.14 -5.51  0.113
H: 4.74 1.36 -3.84  0.091
H: 2.02 0.00 -4.86  0.117
H: 2.14 1.44 -3.73  0.107
H: 3.06 -1.63 -2.94  0.100
H: 1.34 -0.99 -2.79  0.116
H: 3.87 -0.08 -1.12  0.086
H: 2.33 -0.92 -0.57  0.120
H: 5.14 1.52 -0.71  0.114
H: 5.82 2.97 -1.60  0.134
H: 4.11 2.95 1.05  0.119
H: 4.55 4.54 0.05  0.105
H: 6.86 2.55 1.00  0.104
H: 6.23 4.03 2.01  0.106
H: 7.70 4.10 -0.74  0.068
H: 7.86 5.29 0.74  0.071
H: 6.45 5.41 -0.45  0.078
H: -3.20 5.95 -3.79  -0.113
H: -4.09 2.88 -1.67  0.072
H: -3.01 0.44 0.58  0.132
H: -1.79 -0.36 -0.55  0.105
H: -2.48 -2.06 -2.05  0.095
H: -4.25 -3.26 -3.62  0.088
H: -6.71 -2.02 -4.10  0.085
H: -7.25 0.30 -2.86  0.087
H: -5.50 1.40 -1.22  0.085
C: -7.02 -0.77 1.37  -0.081
C: -7.44 0.34 2.33  -0.270
N: -8.38 1.31 1.76  -0.194
C: -8.59 2.47 2.62  -0.251
C: -9.25 2.25 3.97  -0.093
C: -9.59 0.75 1.17  -0.251
C: -10.50 -0.08 2.08  -0.089
H: -6.55 -0.36 0.47  0.049
H: -6.29 -1.42 1.86  0.076
H: -7.86 -1.39 1.07  0.067
H: -6.53 0.87 2.62  0.116
H: -7.84 -0.12 3.24  0.095
H: -9.16 3.23 2.06  0.111
H: -7.61 2.94 2.79  0.108
H: -10.33 2.10 3.88  0.054
H: -9.11 3.13 4.60  0.072
H: -8.83 1.40 4.51  0.067
H: -9.30 0.12 0.32  0.098
H: -10.18 1.56 0.72  0.114
H: -9.94 -0.75 2.74  0.069
H: -11.17 -0.70 1.47  0.073
H: -11.14 0.56 2.69  0.054
C: 1.64 -4.85 3.73  -0.093
C: 1.25 -3.42 3.39  -0.272
N: -0.15 -3.10 3.61  -0.191
C: -0.54 -1.80 3.07  -0.248
C: 0.10 -0.55 3.68  -0.091
C: -0.67 -3.38 4.95  -0.251
C: 0.01 -2.68 6.13  -0.090
H: 1.05 -5.57 3.16  0.078
H: 2.69 -5.01 3.50  0.070
H: 1.51 -5.07 4.80  0.063
H: 1.47 -3.28 2.32  0.116
H: 1.91 -2.74 3.94  0.095
H: -1.63 -1.69 3.12  0.112
H: -0.32 -1.80 1.99  0.091
H: -0.35 -0.30 4.64  0.055
H: -0.07 0.31 3.02  0.052
H: 1.18 -0.65 3.80  0.071
H: -0.61 -4.46 5.12  0.099
H: -1.74 -3.17 4.98  0.114
H: 1.10 -2.65 6.04  0.068
H: -0.23 -3.20 7.06  0.072
H: -0.36 -1.66 6.25  0.054

Summary:
LUMO level   -1.36 eV
Largest force on an atom   4.70 eV Å⁻¹
Spin multiplicity   1
Net charge   0
SMILES   CCCCCCCCCCCC1=C(OCCCC)C(=O)c2c(F)c(S)cc(Cc3ccccc3)c2C1=O.CCN(CC)CC.CCN(CC)CC
Kohn-Sham gap   0.2428 hartree

(3)
The following is a DFT calculation (ωB97M-V/def2-TZVPD) of C44H72INO19PSSi as an isolated structure in a non-equilibrium geometry.

Each line ends with the Löwdin charge.
Element x y z (Å)
C: 1.20 3.23 0.58  0.154
C: 1.79 3.14 -0.46  -0.152
C: 2.61 3.00 -1.65  -0.300
N: 2.81 1.56 -2.04  -0.724
I: 3.79 0.57 -0.44  1.208
C: 1.50 0.91 -2.48  -0.206
C: 0.76 0.10 -1.42  -0.329
O: -0.53 -0.20 -1.89  -0.178
Si: -1.73 0.94 -1.56  0.468
C: -1.71 1.56 0.21  -0.130
C: -3.36 0.03 -1.79  -0.129
C: -1.75 2.36 -2.80  -0.147
P: 3.95 1.47 -3.46  0.297
S: 5.49 2.57 -3.31  0.276
H: 0.63 3.44 1.45  0.070
H: 3.58 3.44 -1.44  0.084
H: 2.16 3.55 -2.48  0.140
H: 0.89 1.69 -2.93  0.113
H: 1.74 0.21 -3.28  0.110
H: 1.28 -0.85 -1.33  0.074
H: 0.77 0.56 -0.43  0.072
H: -1.53 2.63 0.17  0.020
H: -2.70 1.44 0.63  0.036
H: -0.96 1.08 0.84  0.028
H: -3.48 -0.58 -0.90  0.027
H: -4.17 0.75 -1.78  0.041
H: -3.39 -0.58 -2.69  0.018
H: -1.13 3.20 -2.49  0.025
H: -1.34 1.98 -3.73  0.030
H: -2.76 2.69 -2.99  0.000
H: 4.24 0.10 -3.53  -0.003
H: 3.07 1.74 -4.52  0.020
O: -4.10 3.95 -1.76  0.103
C: -3.66 5.06 -1.68  -0.480
O: -2.49 5.34 -1.05  0.006
C: -2.28 6.77 -1.02  -0.149
C: -3.11 7.32 -2.17  -0.146
C: -4.28 6.34 -2.21  -0.062
H: -2.60 7.15 -0.05  0.128
H: -1.21 6.96 -1.14  0.121
H: -3.40 8.36 -2.03  0.119
H: -2.55 7.25 -3.10  0.120
H: -5.09 6.63 -1.53  0.136
H: -4.67 6.19 -3.21  0.130
O: -3.83 4.00 -7.12  0.112
C: -3.93 2.83 -6.92  -0.489
O: -3.52 1.89 -7.82  0.025
C: -3.86 0.57 -7.35  -0.132
C: -4.01 0.72 -5.84  -0.151
C: -4.53 2.14 -5.71  -0.064
H: -4.79 0.25 -7.82  0.134
H: -3.07 -0.12 -7.63  0.095
H: -4.65 -0.03 -5.40  0.092
H: -3.03 0.64 -5.36  0.111
H: -5.62 2.19 -5.78  0.135
H: -4.20 2.61 -4.79  0.103
O: 4.61 -0.42 2.64  0.045
C: 4.72 0.60 3.28  -0.514
O: 5.84 0.92 3.94  0.024
C: 5.64 2.13 4.70  -0.132
C: 4.48 2.84 4.02  -0.138
C: 3.66 1.67 3.50  -0.070
H: 5.41 1.86 5.73  0.122
H: 6.56 2.71 4.69  0.131
H: 3.94 3.51 4.68  0.124
H: 4.85 3.44 3.18  0.119
H: 2.95 1.30 4.24  0.144
H: 3.14 1.89 2.57  0.084
O: -0.79 0.56 4.44  0.104
C: -1.83 0.11 4.07  -0.497
O: -2.89 0.89 3.76  0.016
C: -4.04 0.07 3.44  -0.151
C: -3.46 -1.29 3.05  -0.147
C: -2.20 -1.36 3.91  -0.067
H: -4.67 0.01 4.33  0.128
H: -4.59 0.54 2.64  0.121
H: -4.16 -2.11 3.21  0.119
H: -3.18 -1.28 2.00  0.108
H: -2.40 -1.77 4.90  0.134
H: -1.40 -1.91 3.43  0.120
O: -3.76 -2.48 -4.53  0.112
C: -4.78 -2.91 -4.97  -0.480
O: -5.83 -2.13 -5.34  0.004
C: -6.95 -2.95 -5.71  -0.145
C: -6.36 -4.30 -6.08  -0.148
C: -5.15 -4.37 -5.15  -0.068
H: -7.63 -3.01 -4.86  0.127
H: -7.47 -2.47 -6.55  0.126
H: -7.06 -5.12 -5.97  0.117
H: -6.02 -4.29 -7.12  0.119
H: -5.40 -4.79 -4.18  0.133
H: -4.32 -4.92 -5.59  0.126
O: -0.91 -4.19 0.89  0.127
C: 0.27 -4.34 0.74  -0.488
O: 1.01 -5.17 1.51  0.033
C: 2.40 -5.05 1.16  -0.148
C: 2.42 -4.50 -0.26  -0.151
C: 1.16 -3.64 -0.27  -0.080
H: 2.88 -4.38 1.88  0.127
H: 2.87 -6.03 1.24  0.127
H: 3.34 -3.96 -0.50  0.110
H: 2.31 -5.32 -0.98  0.120
H: 1.35 -2.63 0.09  0.111
H: 0.68 -3.61 -1.25  0.128
O: 5.69 -2.85 9.46  0.117
C: 5.99 -2.27 8.47  -0.485
O: 6.96 -1.32 8.44  0.032
C: 7.02 -0.70 7.15  -0.151
C: 6.39 -1.71 6.20  -0.144
C: 5.36 -2.39 7.10  -0.066
H: 6.46 0.24 7.20  0.114
H: 8.05 -0.48 6.91  0.128
H: 5.96 -1.25 5.31  0.093
H: 7.14 -2.43 5.88  0.122
H: 4.40 -1.86 7.11  0.131
H: 5.20 -3.43 6.84  0.126
O: -2.68 -2.36 -8.24  0.116
C: -1.49 -2.47 -8.36  -0.484
O: -0.75 -3.29 -7.59  0.029
C: 0.65 -3.13 -7.90  -0.159
C: 0.68 -2.55 -9.30  -0.152
C: -0.60 -1.72 -9.34  -0.070
H: 1.09 -2.45 -7.16  0.120
H: 1.14 -4.10 -7.82  0.125
H: 1.59 -1.98 -9.51  0.115
H: 0.62 -3.35 -10.04  0.120
H: -0.45 -0.71 -8.96  0.130
H: -1.05 -1.68 -10.32  0.129
O: 2.36 0.79 10.00  0.109
C: 2.57 0.08 10.94  -0.492
O: 2.37 0.48 12.21  0.027
C: 2.81 -0.54 13.13  -0.152
C: 2.79 -1.83 12.33  -0.147
C: 3.12 -1.33 10.92  -0.081
H: 3.81 -0.28 13.48  0.127
H: 2.13 -0.56 13.98  0.123
H: 3.47 -2.59 12.71  0.118
H: 1.78 -2.26 12.34  0.118
H: 4.19 -1.29 10.75  0.115
H: 2.64 -1.92 10.15  0.126

Summary:
LUMO level   -4.87 eV
Largest force on an atom   2.17 eV Å⁻¹
Spin multiplicity   1
Net charge   +1
Kohn-Sham gap   0.2297 hartree